No. 1
Below is C25H20F6LiP2S2Sb as an isolated structure, with properties calculated with ωB97M-V/def2-TZVPD.

Element x y z (Å)
S  -13.99774  -7.12639  6.25270
H  -16.10224  -6.48938  12.24299
P  -13.76358  -6.10666  7.95250
C  -10.61616  -6.29176  10.75212
H  -8.52479  -8.05457  12.76039
H  -9.65361  -3.64466  7.17908
F  -11.53849  -11.49701  10.08250
F  -11.42548  -9.06771  9.01533
H  -15.03786  -5.18108  10.40108
F  -9.25531  -10.65552  8.62459
C  -10.51528  -3.77782  9.18039
C  -11.66050  -6.05830  11.65304
H  -13.52348  -1.33549  7.03629
H  -12.36582  -6.38180  13.67370
C  -15.26090  -9.08646  10.29939
C  -10.39676  -7.16094  13.31869
H  -14.14089  -8.93010  8.44034
C  -15.86284  -4.25693  8.17683
C  -10.00051  -1.70768  8.02762
H  -12.71162  -3.73986  7.04259
H  -11.29062  -1.11001  11.12343
H  -17.36982  -2.71362  8.35653
F  -12.99738  -10.93027  7.81247
Sb  -11.13330  -10.87619  8.29712
C  -16.34349  -2.94767  8.07685
P  -10.65313  -5.55663  9.12280
C  -14.17796  -2.14900  7.34049
C  -14.59000  -8.39291  9.27621
H  -9.63906  -1.13586  7.18508
H  -16.49348  -8.85351  12.06259
S  -9.26147  -6.33532  7.91838
F  -10.83814  -9.74461  6.73305
C  -10.39856  -1.00129  9.18905
C  -15.10324  -6.27060  10.37432
H  -10.25568  -7.43842  14.34436
H  -12.49504  -5.48884  11.25353
H  -16.53325  -5.07039  8.45441
C  -11.58166  -6.55206  12.95597
C  -14.52900  -4.47382  7.87793
C  -15.88140  -8.37196  11.30732
C  -9.48072  -7.03180  11.10224
H  -10.44908  0.07064  9.20959
C  -14.54379  -7.00984  9.32516
C  -10.88214  -1.68449  10.28471
H  -8.77479  -7.26810  10.29002
C  -15.50808  -1.90648  7.65480
C  -10.87026  -3.06838  10.35053
F  -10.84060  -12.54579  7.45133
C  -12.15123  -6.18862  8.47545
Li  -11.17896  -8.04502  7.36195
C  -9.39515  -7.49271  12.41385
H  -11.14081  -3.57672  11.25957
C  -10.02307  -3.10740  8.03798
C  -13.70160  -3.46503  7.39655
H  -15.86865  -0.89604  7.58457
H  -15.33720  -10.16982  10.26181
C  -15.72625  -7.00118  11.36977

Calculated values
spin multiplicity: 2
HOMO energy (alpha / beta): -0.1745 / -0.1733 Eh
total charge: -1
ΔE to the lowest compared entry with this formula, charge and spin: 0.0 kJ/mol
gap between HOMO and LUMO (alpha / beta): 7.21 / 6.76 eV
expectation value of S²: 0.76
E_LUMO (alpha / beta): 0.0904 / 0.0752 Ha

Löwdin population analysis, charges in e, atoms 1 to 5:
1 S 0.1926
2 H 0.0930
3 P 0.3113
4 C -0.3488
5 H 0.1049

No. 2
Below is an isolated ion of composition C12H18NO and charge +1, with properties calculated with ωB97M-V/def2-TZVPD.

Element x y z (Å)
H  1.09962  0.26523  1.93316
H  -2.11501  1.64993  -0.96209
C  -0.00712  2.36269  1.38915
H  -0.52018  3.16524  1.74998
C  1.04410  0.00701  -0.13391
C  -1.41407  -0.80189  -0.52376
H  4.87877  -0.46815  -0.00666
C  -0.40686  0.18157  -0.06329
H  0.67074  1.85819  2.09755
H  -3.40279  -0.72230  -0.35942
N  -1.28440  2.08549  -0.60015
H  -1.74467  -2.46530  -1.91732
H  0.79756  2.77388  0.69743
H  -1.80067  1.16382  1.35017
H  -2.13328  -2.68584  0.25347
C  3.17042  -0.32031  -1.23198
C  1.72024  0.05063  1.09898
O  -2.62376  -0.10363  -0.58878
C  -1.20924  -1.54918  -1.85364
C  3.05910  -0.29035  1.16147
C  -1.38780  -1.96735  0.57185
H  -0.45193  2.03137  -1.17164
H  1.22717  0.26845  -2.26403
H  -0.13258  -1.75858  -2.08024
H  3.86740  -0.21566  -2.11744
C  -0.92222  1.40784  0.67428
H  -1.47556  -0.97416  -2.72648
H  -0.30504  -2.41261  0.60347
C  3.80158  -0.35493  -0.02117
H  -1.68750  -1.45156  1.45830
C  1.81917  -0.01484  -1.30210
H  3.48233  -0.24962  2.10283

Calculated values
HOMO energy: -0.4932 Eh
total charge: +1
ΔE to the lowest compared entry with this formula, charge and spin: 242.0 kJ/mol
gap between HOMO and LUMO: 8.21 eV
E_LUMO: -0.1914 Ha

Löwdin population analysis, charges in e, atoms 1 to 5:
1 H 0.0993
2 H 0.0907
3 C -0.0321
4 H 0.0622
5 C -0.1900

No. 3
Below is one molecule with the formula C6H4O, with properties calculated with ωB97M-V/def2-TZVPD.

Element x y z (Å)
C  0.80705  -0.71535  -1.92497
H  0.17170  -1.07912  -2.74916
H  1.85833  -1.05300  -2.02058
C  -1.50211  1.92270  1.50420
C  0.23868  -1.06238  -0.61783
H  -2.10206  2.77285  1.22356
C  -0.01589  -0.33761  1.74824
C  -0.87673  0.88111  1.65999
C  -0.20884  -1.11815  0.49556
H  0.82896  0.37125  -1.93250
O  0.80091  -0.58230  2.61349

Calculated values
HOMO energy: -0.3766 Eh
ΔE to the lowest compared entry with this formula, charge and spin: 284.7 kJ/mol
gap between HOMO and LUMO: 10.23 eV
structure (SMILES): C#CC(=O)C#CC
E_LUMO: -0.0007 Ha

Löwdin population analysis, charges in e, atoms 1 to 5:
1 C -0.0722
2 H 0.0887
3 H 0.0912
4 C 0.1399
5 C -0.0500

No. 4
Below is C6H9N as an isolated structure, with properties calculated with ωB97M-V/def2-TZVPD.

Element x y z (Å)
H  -1.69372  0.81560  -1.38395
H  1.88372  -0.21900  -1.48578
C  0.58493  0.91935  -0.14620
C  -0.09759  -0.42271  1.18385
H  -0.54571  -0.92889  2.03167
H  -2.10406  -0.63656  -0.46273
H  -2.77090  0.94342  0.02452
N  -0.73035  0.68396  0.48571
C  1.26237  0.15319  1.03643
H  0.15175  -0.57550  -1.81891
C  -1.88400  0.43517  -0.37273
H  0.79213  1.93842  -0.47684
H  1.29487  -2.10435  0.43005
C  0.88530  -0.30703  -1.04735
C  0.93087  -1.09574  0.25362
H  2.04038  0.40067  1.74865

Calculated values
HOMO energy: -0.3072 Eh
ΔE to the lowest compared entry with this formula, charge and spin: 319.5 kJ/mol
gap between HOMO and LUMO: 9.53 eV
E_LUMO: 0.0430 Ha

Löwdin population analysis, charges in e, atoms 1 to 5:
1 H 0.0814
2 H 0.1118
3 C -0.2095
4 C -0.2071
5 H 0.1379

No. 5
Below is one molecule with the formula C7H5N5, with properties calculated with ωB97M-V/def2-TZVPD.

Element x y z (Å)
N  -3.71644  0.36580  0.00003
H  -0.86275  -2.64478  -0.00001
C  2.44036  -0.08493  -0.00008
H  0.38084  2.61872  0.00012
C  2.05933  1.27133  -0.00009
N  0.17990  -0.75953  0.00015
C  1.50758  -1.07556  0.00007
N  -3.30909  -0.85471  -0.00036
C  0.72780  1.59869  0.00007
N  -1.98077  -0.79682  0.00005
C  -0.88514  -1.57709  0.00012
C  -0.22220  0.58083  0.00016
H  3.48512  -0.34965  -0.00016
H  2.81550  2.03822  -0.00022
H  1.75315  -2.12555  0.00011
N  -2.75170  1.24806  -0.00007
C  -1.62149  0.54696  0.00011

Calculated values
HOMO energy: -0.2872 Eh
ΔE to the lowest compared entry with this formula, charge and spin: 245.1 kJ/mol
gap between HOMO and LUMO: 8.02 eV
E_LUMO: 0.0076 Ha

Löwdin population analysis, charges in e, atoms 1 to 5:
1 N -0.0678
2 H 0.1366
3 C -0.0617
4 H 0.1243
5 C -0.0796

No. 6
Below is one molecule with the formula C5H11BO, with properties calculated with ωB97M-V/def2-TZVPD.

Element x y z (Å)
B  1.65910  0.37593  0.98715
H  1.31303  0.39456  -1.17132
H  -0.97495  -2.81259  0.86253
C  -1.31435  -0.01168  -0.23795
C  -0.55662  -2.38477  -0.00870
H  -1.22407  -2.60469  -0.88829
O  0.48258  -0.49252  1.27347
C  -0.45505  -0.81101  0.33703
H  -2.38463  1.95514  -0.49755
H  -1.38136  1.70393  0.99941
H  0.45383  -2.78925  -0.19243
C  1.87380  0.95035  -0.48635
H  -1.89885  -0.47241  -1.02074
H  -0.65372  1.99405  -0.59827
H  2.92149  1.09860  -0.89427
C  -1.45434  1.44006  -0.05914
H  2.33074  0.55982  2.05299
H  1.26337  1.90647  -0.45754

Calculated values
HOMO energy: -0.3280 Eh
ΔE to the lowest compared entry with this formula, charge and spin: 40.3 kJ/mol
gap between HOMO and LUMO: 9.71 eV
structure (SMILES): CBO/C(C)=C\C
E_LUMO: 0.0290 Ha

Löwdin population analysis, charges in e, atoms 1 to 5:
1 B -0.1479
2 H 0.0247
3 H 0.0493
4 C -0.1512
5 C -0.0019

No. 7
Below is one molecule with the formula C3H4NP, with properties calculated with ωB97M-V/def2-TZVPD.

Element x y z (Å)
N  -0.65196  -1.20600  -0.21828
H  1.77168  0.65486  1.20190
C  0.63433  -1.22883  0.06021
H  -2.16502  0.18619  -0.28594
H  1.02288  -2.29215  0.16025
H  -0.57820  2.21875  -0.33569
C  -1.14944  0.12084  -0.20606
P  1.55208  0.35588  -0.08667
C  -0.43636  1.19045  -0.28972

Calculated values
HOMO energy: -0.3513 Eh
ΔE to the lowest compared entry with this formula, charge and spin: 138.8 kJ/mol
gap between HOMO and LUMO: 9.92 eV
structure (SMILES): C1=NC=[PH]=C1
E_LUMO: 0.0132 Ha

Löwdin population analysis, charges in e, atoms 1 to 5:
1 N -0.0293
2 H -0.1451
3 C -0.4313
4 H 0.0647
5 H 0.0779

Question: ΔE to the lowest compared entry with this formula, charge and spin of number 2 (C12H18NO)?
Answer: 242.0 kJ/mol